# 1
Formula: C3H6N2O
Source: OMol25
Level of theory: the ωB97M-V functional and the def2-TZVPD basis

Cartesian coordinates (Å):
C1 0.69517 -0.66584 -1.75508
N1 0.11729 -0.10283 -0.55974
C2 -0.96507 -0.57501 -0.00322
N2 -1.27940 -0.07162 1.18682
C3 0.02578 0.65306 1.80775
O1 -0.08223 1.02398 2.93172
H1 1.64339 -1.16523 -1.52796
H2 0.01841 -1.40467 -2.20499
H3 0.89104 0.12040 -2.49107
H4 -1.55689 -1.36756 -0.47542
H5 -2.02432 -0.48393 1.73398
H6 0.59294 0.45184 0.41551

Calculated values
HOMO level, eV: -7.99
Gap between HOMO and LUMO, eV: 8.759
2S+1: 1
Lowest unoccupied orbital energy, eV: 0.77
F_max, Eh/bohr: 0.015
ΔE to the lowest compared entry with this formula, charge and spin, eV: 2.9116

# 2
Formula: C47H58IrN6OS
Source: OMol25
Level of theory: the ωB97M-V functional and the def2-TZVPD basis

Cartesian coordinates (Å):
Ir1 -0.01311 -0.19909 1.37513
C1 -4.10820 -4.94406 2.19266
C2 -4.15909 -3.65350 3.01945
C3 -3.49936 -2.50746 2.31446
C4 -4.01973 -1.72761 1.32921
C5 -5.39984 -1.79780 0.74757
C6 -6.47278 -1.20989 1.67120
C7 -2.97093 -0.81714 0.92874
C8 -3.08288 0.14017 -0.05923
C9 -2.10061 1.01908 -0.49150
C10 -2.26667 2.01725 -1.52247
C11 -3.51232 2.25460 -2.32139
C12 -4.32233 3.45587 -1.82443
C13 -1.08294 2.68891 -1.60450
C14 -0.18569 2.06939 -0.66243
C15 1.14379 2.42971 -0.46873
C16 2.02794 1.85552 0.41278
N1 1.73178 0.82068 1.26900
C17 2.86332 0.58921 1.99448
C18 2.98248 -0.37117 2.98186
C19 1.98431 -1.21060 3.43368
N2 0.71679 -1.26852 2.92447
C20 0.05385 -2.23675 3.63984
C21 -1.24818 -2.62190 3.42971
C22 -2.13743 -2.06890 2.51603
N3 -1.84121 -1.04790 1.67015
C23 0.93432 -2.79487 4.64528
C24 2.12702 -2.16034 4.51838
C25 3.35311 -2.30330 5.36260
C26 3.46043 -1.19218 6.41389
C27 0.52893 -3.82298 5.65262
C28 -0.30868 -3.22475 6.78953
C29 3.91835 1.49190 1.57816
C30 3.40297 2.26740 0.59142
C31 4.10069 3.30993 -0.22377
C32 4.44937 2.80529 -1.63016
C33 5.30947 1.52761 2.13073
C34 6.29406 0.71540 1.28290
N4 -0.83206 1.08320 0.01375
C35 -0.73781 3.87334 -2.44895
C36 -0.78089 5.18708 -1.65863
H1 -4.48620 -5.78736 2.77093
H2 -3.08671 -5.16636 1.88080
H3 -4.72110 -4.85758 1.29493
H4 -3.68009 -3.82706 3.98405
H5 -5.19858 -3.40048 3.22980
H6 -5.63946 -2.83930 0.52416
H7 -5.43145 -1.26252 -0.20274
H8 -6.56764 -1.78335 2.59233
H9 -7.44287 -1.21468 1.17367
H10 -6.22938 -0.18073 1.93796
H11 -4.05216 0.22852 -0.53091
H12 -4.14167 1.36295 -2.29927
H13 -3.23535 2.41754 -3.36617
H14 -4.57228 3.34693 -0.76835
H15 -5.24902 3.55552 -2.39003
H16 -3.75619 4.37971 -1.94292
H17 1.52377 3.25050 -1.06418
H18 3.95119 -0.46257 3.45422
H19 -1.61763 -3.43612 4.03788
H20 4.24500 -2.29563 4.73139
H21 3.33287 -3.27069 5.86521
H22 3.46490 -0.20638 5.94706
H23 4.37528 -1.30144 6.99641
H24 2.61475 -1.23427 7.10109
H25 1.42149 -4.28729 6.07272
H26 -0.03933 -4.61864 5.16432
H27 0.27205 -2.49384 7.35314
H28 -0.63390 -4.00433 7.47847
H29 -1.19438 -2.71915 6.40250
H30 5.01424 3.61308 0.28915
H31 3.47367 4.20175 -0.30590
H32 5.11932 1.94630 -1.57951
H33 4.93964 3.58611 -2.21173
H34 3.55125 2.49092 -2.16671
H35 5.31577 1.15458 3.15607
H36 5.64556 2.56506 2.17662
H37 5.95207 -0.31423 1.16629
H38 7.28100 0.70007 1.74541
H39 6.39626 1.15149 0.28870
H40 -1.43887 3.93028 -3.28535
H41 0.26130 3.75050 -2.87003
H42 -1.78399 5.37763 -1.27781
H43 -0.48966 6.02638 -2.29066
H44 -0.10618 5.14819 -0.80242
C37 -1.98777 0.22327 -5.53794
C38 -2.00913 -1.17128 -4.92061
C39 -0.67821 -1.57452 -4.29810
N5 -0.63427 -1.15195 -2.88647
C40 0.37486 -1.21825 -2.04486
S1 0.03645 -1.76561 -0.42499
N6 1.66992 -1.07149 -2.38368
C41 2.44147 -0.70142 -3.53582
O1 3.54315 -1.17477 -3.59252
C42 1.95891 0.30495 -4.51011
C43 2.35225 0.12835 -5.83656
C44 2.06156 1.09713 -6.77791
C45 1.42041 2.26547 -6.38769
C46 1.05955 2.45543 -5.06213
C47 1.31068 1.46947 -4.11580
H45 -2.97594 0.49293 -5.90939
H46 -1.28838 0.26765 -6.37458
H47 -1.68344 0.97286 -4.80276
H48 -2.26896 -1.91080 -5.67846
H49 -2.79260 -1.22037 -4.15737
H50 0.14869 -1.13221 -4.84531
H51 -0.56187 -2.66068 -4.33016
H52 -1.50746 -1.30992 -2.39377
H53 2.28546 -1.46666 -1.68148
H54 2.88900 -0.77017 -6.11205
H55 2.35601 0.95566 -7.80896
H56 1.20663 3.03380 -7.11896
H57 0.58485 3.37913 -4.76820
H58 1.03058 1.61313 -3.07743

Calculated values
HOMO level, eV: -9.26
Net charge: +1
Gap between HOMO and LUMO, eV: 5.385
2S+1: 1
Lowest unoccupied orbital energy, eV: -3.87
F_max, Eh/bohr: 0.032

# 3
Formula: C5H10N2O2
Source: OMol25
Level of theory: the ωB97M-V functional and the def2-TZVPD basis

Cartesian coordinates (Å):
C1 -2.54043 -0.36809 0.70357
C2 1.03484 -1.79274 -0.85652
C3 0.74328 -0.78996 0.23510
O1 -1.65292 -0.29348 -0.40366
O2 0.93512 -0.98914 1.40996
H1 -2.94223 0.61001 0.97572
H2 -1.99829 -0.80327 1.54875
H3 -3.35505 -1.04386 0.44334
H4 0.43221 -1.56652 -1.73369
H5 0.83192 -2.79037 -0.47408
H6 2.08725 -1.74701 -1.13912
C4 1.55368 1.62447 0.56039
N1 0.86186 0.63764 -0.26686
C5 -1.07449 1.02895 -0.70124
N2 -1.08365 1.98069 -1.36574
H7 1.03325 0.72781 -1.26263
H8 2.50513 1.20133 0.87934
H9 0.95071 1.82277 1.44620
H10 1.67782 2.55078 0.00117

Calculated values
HOMO level, eV: -8.93
Gap between HOMO and LUMO, eV: 9.611
2S+1: 1
SMILES: CNC(C)=O.COC#N
Lowest unoccupied orbital energy, eV: 0.68
F_max, Eh/bohr: 0.093
ΔE to the lowest compared entry with this formula, charge and spin, eV: 4.1795

# 4
Formula: H2N2O2S
Source: OMol25
Level of theory: the ωB97M-V functional and the def2-TZVPD basis

Cartesian coordinates (Å):
N1 0.89568 0.67124 0.48665
N2 2.07907 0.29766 0.28575
O1 -2.00244 0.23349 -0.60912
O2 -2.32192 -1.94364 0.38389
S1 -1.72099 -0.67226 0.51910
H1 0.48553 1.08275 -0.41794
H2 2.58506 0.33076 -0.64832

Calculated values
HOMO level, eV: -9.83
Gap between HOMO and LUMO, eV: 8.593
2S+1: 1
Lowest unoccupied orbital energy, eV: -1.23
F_max, Eh/bohr: 0.070
ΔE to the lowest compared entry with this formula, charge and spin, eV: 0.3868